A 12-piece molecular cluster, C34H69N5O10 overall in a non-equilibrium geometry, computed with the ωB97M-V functional and the def2-TZVPD basis.

Output
- DFT total energy (hartree) = -2363.05858
- multiplicity = 1
- SMILES string = CN(C)C=O.CN(C)C=O.CN(C)C=O.CC(C)=O.CC(C)=O.CC(C)=O.CC(C)=O.CC(C)=O.CC(C)=O.CC(C)=O.CC#N.CC#N
- HOMO energy (eV) = -9.34
- strongest force on any atom (Eh/bohr) = 0.0343
- charge = 0
- LUMO (eV) = 0.4

Last column: Mulliken charge in e.
Cartesian coordinates (Å):
C -5.324 -5.193 -2.187  -1.11
N -4.150 -4.398 -1.939  0.34
C -3.841 -3.386 -2.893  -0.69
C -3.416 -4.645 -0.827  -0.30
O -2.567 -3.945 -0.286  -0.44
H -5.841 -5.401 -1.250  0.43
H -5.095 -6.134 -2.691  0.33
H -6.007 -4.613 -2.802  0.33
H -3.401 -3.775 -3.808  0.55
H -4.745 -2.823 -3.148  0.33
H -3.215 -2.623 -2.435  -0.24
H -3.713 -5.603 -0.371  0.44
C 1.101 -0.307 -1.047  0.07
N 0.020 0.242 -0.311  0.70
C -1.308 0.005 -0.833  -0.62
C 0.204 0.789 0.911  -0.01
O -0.691 1.078 1.679  -0.49
H 1.102 0.092 -2.060  0.33
H 1.127 -1.403 -1.077  0.05
H 2.042 -0.051 -0.560  -0.75
H -2.053 0.669 -0.397  0.32
H -1.300 0.239 -1.899  0.29
H -1.655 -1.024 -0.692  -0.08
H 1.264 1.060 1.082  0.17
C -3.262 2.863 5.168  -0.96
N -2.820 2.835 3.803  0.29
C -1.738 3.687 3.493  -0.70
C -3.568 2.268 2.811  0.16
O -4.585 1.671 3.001  -0.64
H -4.116 2.210 5.306  0.29
H -3.485 3.877 5.507  0.34
H -2.461 2.477 5.818  0.27
H -0.868 3.429 4.100  0.12
H -1.448 3.579 2.449  0.12
H -1.989 4.741 3.661  0.35
H -3.066 2.351 1.837  0.34
C 3.357 -1.202 3.274  -1.25
C 3.395 -1.260 1.781  0.92
C 3.006 -2.558 1.136  -0.84
O 3.730 -0.300 1.134  -0.52
H 2.360 -1.432 3.656  0.28
H 3.635 -0.201 3.597  0.19
H 4.043 -1.937 3.702  0.48
H 2.890 -2.455 0.062  0.17
H 2.035 -2.883 1.529  0.13
H 3.743 -3.319 1.407  0.52
C 2.774 3.228 4.187  -0.56
C 2.384 1.997 4.990  0.26
C 1.071 1.318 4.673  -0.32
O 3.089 1.585 5.877  -0.60
H 1.936 3.892 3.994  0.36
H 3.258 2.861 3.279  -0.26
H 3.544 3.748 4.756  0.43
H 0.914 1.227 3.597  -0.22
H 0.237 1.865 5.112  0.40
H 1.106 0.338 5.148  0.45
C 4.265 -0.244 -2.251  0.24
C 5.724 0.091 -2.097  0.51
C 6.468 -0.371 -0.873  -0.88
O 6.288 0.714 -2.967  -0.58
H 3.992 -1.181 -1.750  0.12
H 3.995 -0.313 -3.299  0.46
H 3.653 0.483 -1.721  -0.64
H 7.351 0.242 -0.697  0.35
H 6.825 -1.396 -0.999  0.33
H 5.849 -0.290 0.024  0.05
C -1.691 -1.454 -7.366  -1.18
C -2.123 -1.602 -5.942  0.88
C -1.124 -2.184 -4.993  -0.71
O -3.247 -1.344 -5.602  -0.56
H -2.208 -0.597 -7.798  0.35
H -2.006 -2.341 -7.919  0.29
H -0.623 -1.281 -7.467  0.34
H -0.764 -3.148 -5.369  0.40
H -1.529 -2.345 -3.999  -0.13
H -0.253 -1.541 -4.878  0.38
C 1.992 2.959 -2.540  -0.21
C 0.946 3.079 -3.623  0.45
C 0.592 4.450 -4.155  -1.26
O 0.497 2.084 -4.120  -0.53
H 1.475 3.051 -1.580  0.21
H 2.783 3.699 -2.640  0.61
H 2.414 1.965 -2.641  -0.23
H -0.174 4.891 -3.504  0.29
H 0.250 4.402 -5.180  0.34
H 1.448 5.123 -4.066  0.35
C -4.485 -1.271 0.597  -0.18
C -5.110 0.009 0.137  1.00
C -6.594 -0.020 -0.161  -1.42
O -4.444 0.997 -0.126  -0.57
H -4.648 -1.452 1.658  0.34
H -3.414 -1.248 0.421  -0.44
H -4.848 -2.096 -0.020  0.20
H -6.806 0.759 -0.879  0.36
H -7.124 0.129 0.782  0.31
H -6.869 -1.001 -0.551  0.34
C 4.899 4.888 1.815  -1.04
C 4.548 4.323 0.442  0.35
C 4.135 2.881 0.428  0.14
O 4.468 5.030 -0.545  -0.58
H 5.000 4.125 2.579  0.28
H 4.164 5.633 2.119  0.24
H 5.856 5.414 1.746  0.39
H 3.977 2.509 -0.576  -0.02
H 3.218 2.859 1.032  -0.24
H 4.835 2.256 0.986  0.50
C 0.414 -5.064 -0.060  -0.20
C -0.042 -6.057 -1.018  0.08
N -0.411 -6.827 -1.774  -0.47
H -0.129 -5.221 0.869  0.29
H 0.152 -4.082 -0.452  -0.11
H 1.484 -5.101 0.119  0.43
C -2.166 -0.927 3.212  -0.39
C -1.145 -1.853 2.750  0.37
N -0.299 -2.526 2.377  -0.50
H -1.841 -0.321 4.061  0.27
H -3.031 -1.470 3.601  0.53
H -2.449 -0.223 2.438  -0.34